1.
# C7H11P

The molecule C7H11P at a distorted geometry (wB97M-V/def2-TZVPD, OMol25).

Last column: Löwdin charge in e.
Cartesian coordinates (Å):
C: 2.00085 1.45956 -1.03297  -0.23
C: 2.24267 0.98638 0.24402  -0.23
C: 0.84118 1.50440 -1.84815  -0.23
C: -0.40737 1.13298 -1.43382  -0.07
C: 1.37659 0.08703 0.94212  -0.29
C: -1.89904 0.26638 1.05084  -0.22
C: -0.64706 -1.91024 -0.25247  -0.24
P: -0.25667 -0.24218 0.24739  0.94
H: 2.97896 1.84152 -1.54343  0.11
H: 3.23025 1.28494 0.70454  0.11
H: 0.95101 2.10860 -2.71766  0.08
H: -1.32092 1.02985 -1.86468  -0.01
H: 1.73806 -0.59050 1.73311  0.04
H: -1.63073 1.37296 1.24420  0.08
H: -2.63038 0.00506 0.42360  -0.02
H: -2.07383 -0.27288 2.00135  0.05
H: -1.52422 -2.39109 0.31865  0.08
H: -0.96353 -1.84501 -1.24600  0.02
H: 0.23097 -2.51138 -0.21960  0.03

Cartesian forces (eV/Å) of the 6 atoms listed first:
C 3.2 1.3 -1.0
C -0.6 -0.9 0.0
C -1.0 0.0 1.7
C 3.9 -2.9 4.2
C -1.3 -0.3 -0.4
C 5.3 1.8 3.5

Computed properties:
M = 126.14 g/mol
Kohn-Sham gap = 7.354 eV

***

2.
# C7H12

The molecule C7H12 at a distorted geometry (wB97M-V/def2-TZVPD, OMol25).

Last column: Löwdin charge in e.
Cartesian coordinates (Å):
C: 0.13575 -1.56087 1.73346  -0.08
C: 0.44090 -1.17454 0.30421  -0.32
C: 1.64016 -1.53170 -0.19051  0.04
C: 0.48003 1.13491 -0.67528  -0.12
C: -0.18972 0.10633 -0.14034  -0.28
C: -1.70289 0.10525 0.15063  -0.05
C: 0.00265 2.35659 -1.41552  -0.09
H: -0.75114 -2.20741 1.85115  0.08
H: -0.14540 -0.73288 2.39357  0.09
H: 0.97947 -2.09799 2.16468  0.07
H: 1.96843 -1.09725 -1.13651  0.06
H: 2.20733 -2.44126 -0.01830  0.06
H: 1.53356 0.87534 -0.64989  0.09
H: -1.94881 0.69268 1.03268  0.08
H: -2.04024 -0.93358 0.07176  0.08
H: -2.26415 0.55423 -0.67625  0.07
H: 0.85453 3.03695 -1.46154  0.07
H: -0.85514 2.82055 -0.92327  0.07
H: -0.34533 2.09466 -2.41475  0.08

Cartesian forces (eV/Å) of the 6 atoms listed first:
C -1.3 -1.2 0.4
C 2.6 2.0 1.6
C -0.8 -0.7 -2.0
C 0.2 -1.5 0.0
C -1.8 0.0 0.0
C 0.5 0.1 -1.8

Computed properties:
M = 96.17 g/mol
Kohn-Sham gap = 9.379 eV

***

3.
# C7H12

The molecule C7H12 at a distorted geometry (wB97M-V/def2-TZVPD, OMol25).

Last column: Löwdin charge in e.
Cartesian coordinates (Å):
C: 2.05267 0.19960 0.39460  -0.12
C: 0.83795 1.13683 0.29669  -0.25
C: -0.48587 0.45124 0.55169  -0.29
C: -1.15078 -0.29871 -0.39622  -0.09
C: -0.48447 -0.85605 -1.54244  -0.22
C: -1.09433 -1.49929 -2.54737  -0.01
C: -1.00190 0.61529 1.96093  -0.07
H: 2.43769 0.07307 1.50143  0.10
H: 1.72162 -0.83384 0.07802  0.07
H: 2.93854 0.46120 -0.25036  0.08
H: 0.88565 1.74072 -0.58526  0.10
H: 0.99507 1.90162 1.09655  0.11
H: -2.08545 -0.83132 0.03722  0.14
H: 0.61248 -0.63440 -1.67680  0.11
H: -0.59760 -1.23830 -3.46831  0.04
H: -1.96127 -2.18572 -2.47880  0.07
H: -1.50316 -0.32595 2.24062  0.08
H: -0.23195 0.86627 2.67298  0.07
H: -1.88489 1.25775 2.11484  0.09

Cartesian forces (eV/Å) of the 6 atoms listed first:
C 0.9 -1.8 1.0
C 0.8 0.7 1.5
C -0.7 -0.1 -1.1
C 0.4 -1.4 4.2
C 0.1 0.9 -0.6
C 0.4 -0.3 0.0

Computed properties:
M = 96.17 g/mol
Kohn-Sham gap = 8.695 eV

***

4.
# C7H12

A cluster of 2 separate species, C7H12 in total (wB97M-V/def2-TZVPD, OMol25).

Last column: Löwdin charge in e.
Cartesian coordinates (Å):
C: 1.22013 0.89103 -1.76957  -0.05
C: 1.44051 -1.11740 0.31015  -0.01
C: 0.52931 -0.69614 1.18246  -0.21
C: -0.10029 0.67264 1.30786  -0.17
C: -1.52955 0.44908 0.75676  -0.25
C: -1.85047 -0.21017 -0.55425  -0.03
C: -1.86822 -0.98032 0.47907  -0.06
H: 2.11947 0.30412 -1.97641  0.03
H: 1.43864 1.56804 -0.93941  0.02
H: 0.94125 1.46268 -2.65047  0.02
H: 1.48494 -2.14738 -0.03993  0.07
H: 2.14847 -0.44023 -0.13443  0.03
H: 0.02702 -1.44858 1.78240  0.10
H: 0.45042 1.46560 0.79388  0.08
H: -0.20276 0.97074 2.35850  0.11
H: -2.31824 1.07262 1.18944  0.11
H: -2.23827 -0.12602 -1.55015  0.10
H: 0.38948 0.23656 -1.47952  0.00
H: -2.08183 -1.92687 0.93361  0.11

Cartesian forces (eV/Å) of the 6 atoms listed first:
C -0.1 0.2 -0.2
C 0.2 0.0 0.4
C 0.5 -0.1 0.2
C 0.2 -0.1 0.0
C 0.0 0.1 0.3
C -0.5 -0.3 0.3

Computed properties:
M = 96.17 g/mol
Kohn-Sham gap = 10.064 eV

***

5.
# C7H12

The molecule C7H12 at a distorted geometry (wB97M-V/def2-TZVPD, OMol25).

Last column: Löwdin charge in e.
Cartesian coordinates (Å):
C: -2.18525 -0.24165 0.98895  -0.07
C: -1.02031 -0.74081 0.15147  -0.32
C: -0.99645 -2.06358 -0.14208  0.04
C: 0.91425 -0.04286 -1.16308  -0.12
C: 0.15199 0.11429 -0.03226  -0.27
C: 0.57881 1.04745 1.04314  -0.06
C: 2.09538 0.79014 -1.39350  -0.12
H: -2.24641 -0.84781 1.90050  0.09
H: -3.06173 -0.09482 0.36438  0.08
H: -2.04702 0.75724 1.41828  0.06
H: -0.55242 -2.43017 -1.06092  0.05
H: -1.52261 -2.86383 0.38046  0.06
H: 0.56290 -0.78623 -1.85682  0.09
H: -0.12079 1.19135 1.86819  0.07
H: 0.61860 2.04246 0.57261  0.09
H: 1.57033 0.90369 1.45032  0.09
H: 2.02068 1.73699 -0.85484  0.06
H: 2.16564 1.20185 -2.42290  0.08
H: 3.07440 0.32630 -1.21190  0.08

Cartesian forces (eV/Å) of the 6 atoms listed first:
C 1.0 0.8 0.9
C -0.7 -1.4 1.6
C -0.4 0.2 -0.7
C -1.6 0.4 2.2
C 1.4 -0.7 -2.9
C -0.6 1.7 0.0

Computed properties:
M = 96.17 g/mol
Kohn-Sham gap = 8.859 eV

***

6.
# C7H12

The molecule C7H12 at a distorted geometry (wB97M-V/def2-TZVPD, OMol25).

Last column: Löwdin charge in e.
Cartesian coordinates (Å):
C: 0.35500 0.67481 0.84822  -0.28
C: 1.10236 -0.67701 1.38448  -0.18
C: 0.59778 -1.72123 0.30063  -0.22
C: -0.09493 -1.33470 -1.03573  -0.11
C: -0.81201 -0.25463 -1.44472  -0.11
C: -0.97936 1.26905 -1.05116  -0.15
C: -0.54611 1.81619 0.53729  -0.18
H: 0.84727 0.74562 -0.20840  0.11
H: -0.48267 0.11441 0.90483  0.02
H: 2.22630 -0.70808 2.01209  0.15
H: 0.36773 -0.95637 2.39258  0.13
H: 0.23154 -2.40417 1.08052  0.09
H: 1.42441 -2.40926 -0.13097  0.12
H: 0.21289 -2.13998 -1.63517  0.07
H: -0.97690 -0.37002 -2.53751  0.10
H: -0.32739 1.88121 -1.89639  0.15
H: -1.88405 1.84374 -1.38708  0.08
H: 0.13051 2.82150 0.63238  0.14
H: -1.39238 1.80893 1.23410  0.09

Cartesian forces (eV/Å) of the 6 atoms listed first:
C 4.4 -1.5 -2.8
C -0.4 1.3 5.7
C 3.1 -1.0 0.4
C -0.6 1.6 3.3
C 1.0 0.4 -1.3
C 1.0 3.0 -0.5

Computed properties:
M = 96.17 g/mol
Kohn-Sham gap = 9.584 eV

***

7.
# C7H12

The molecule C7H12 (wB97M-V/def2-TZVPD, OMol25).

Last column: Löwdin charge in e.
Cartesian coordinates (Å):
C: -2.31710 -0.37645 -0.30017  -0.09
C: -1.10446 0.51780 -0.07031  -0.38
C: -0.08965 -0.06562 0.93289  -0.15
C: 1.29997 0.38093 0.41745  -0.42
C: 2.38666 -0.69013 0.59302  -0.09
C: 1.20012 0.84084 -1.02142  0.11
C: -0.24816 0.77307 -1.33507  -0.22
H: -2.00667 -1.33556 -0.73466  0.08
H: -2.83737 -0.58864 0.64063  0.08
H: -3.03600 0.09005 -0.98267  0.08
H: -1.45361 1.49183 0.30196  0.14
H: -0.28898 0.24397 1.96776  0.12
H: -0.14289 -1.16392 0.92177  0.11
H: 1.63643 1.28885 0.95627  0.15
H: 2.09609 -1.59394 0.04487  0.08
H: 2.50997 -0.96963 1.64630  0.08
H: 3.34726 -0.34921 0.19935  0.07
H: -0.31409 -0.01053 -2.11761  0.13
H: -0.63754 1.51628 -2.06037  0.12

Cartesian forces (eV/Å) of the 6 atoms listed first:
C -0.1 0.0 0.0
C 0.0 0.1 0.0
C 0.0 0.0 -0.1
C 0.0 0.0 -0.2
C 0.1 0.0 0.0
C -0.5 -0.1 0.2

Computed properties:
M = 96.17 g/mol
Kohn-Sham gap = 8.552 eV

***

8.
# C7H12AgO3

A structure of composition C7H12AgO3 at a distorted geometry (wB97M-V/def2-TZVPD, OMol25).

Last column: Mulliken spin population.
Cartesian coordinates (Å):
C: 3.74186 -2.81165 2.38777  0.00
C: 4.76759 -3.66560 2.45872  0.00
H: 3.66399 -0.77614 0.78316  0.00
H: 3.69722 -1.92819 3.02941  0.00
H: 4.66912 -4.63763 2.94818  0.00
H: 5.72426 -3.44116 1.98174  0.00
H: 2.81158 -3.42380 2.35999  0.00
O: -3.22179 0.25533 0.84884  0.41
C: -2.17115 -0.38830 0.55976  -0.01
O: -2.20732 -1.65212 0.48690  0.34
O: -1.05685 0.28571 0.38516  0.01
C: 0.13601 -0.44926 0.09959  0.01
C: 1.23947 0.57301 -0.10575  0.00
C: 2.49695 0.06605 -0.61693  0.00
C: 3.74156 0.18168 0.04451  0.00
Ag: -4.21533 -1.52994 0.94004  0.25
H: -0.01273 -1.05696 -0.80204  0.00
H: 0.37305 -1.10768 0.94483  0.00
H: 1.37740 1.25962 0.74041  0.00
H: 0.97374 1.22743 -0.97674  0.00
H: 2.47747 -0.49595 -1.55923  0.00
H: 4.61528 -0.03842 -0.57937  0.00
H: 3.86531 1.05390 0.69391  0.00

Cartesian forces (eV/Å) of the 6 atoms listed first:
C -2.1 -1.3 1.0
C 1.5 -0.2 -0.7
H -0.1 0.9 -0.7
H 0.3 0.9 -1.4
H -0.3 -0.4 -1.3
H 0.5 0.3 1.4

Computed properties:
Multiplicity = 2
M = 252.04 g/mol
Charge = +2
Kohn-Sham gap (spin up / spin down) = 5.196 / 2.895 eV

***

9.
# C7H12BNO3

The molecule C7H12BNO3 at a distorted geometry (wB97M-V/def2-TZVPD, OMol25).

Last column: Löwdin charge in e.
Cartesian coordinates (Å):
B: -1.20269 -0.31338 0.12171  -0.88
C: 1.47919 0.59468 1.23769  -0.03
C: 0.96208 1.72120 0.81653  -0.10
C: 1.15271 -0.81611 0.87117  -0.38
C: -0.13953 2.14157 -0.02915  -0.11
C: -0.83015 1.00210 -0.77243  0.01
C: 2.12389 -1.91845 1.25509  -0.04
C: -1.14487 -0.12038 -2.75403  0.02
N: 0.15887 -1.17533 0.21017  0.23
O: -2.20274 -1.20923 -0.48390  -0.01
O: -1.68415 0.28673 1.39839  0.05
O: -0.51893 0.99297 -2.03518  0.03
H: 2.44464 0.41818 1.86509  0.14
H: 1.48978 2.66192 1.10967  0.13
H: -0.91386 2.56648 0.61355  0.14
H: 0.10450 2.99796 -0.71284  0.15
H: 2.54334 -1.72071 2.21160  0.05
H: 2.93818 -1.98761 0.41089  0.13
H: 1.50408 -2.77002 1.42712  0.06
H: -1.96953 0.08908 -3.32037  0.07
H: -1.46085 -0.86014 -1.96766  0.08
H: -0.29880 -0.54246 -3.24727  0.10
H: -2.02197 -1.97598 0.12440  0.11
H: -2.51320 -0.06306 1.64974  0.05

Cartesian forces (eV/Å) of the 6 atoms listed first:
B -0.9 0.1 0.5
C 2.5 -2.8 1.2
C 2.1 2.3 1.0
C 0.1 0.4 -0.2
C -2.5 0.1 -2.0
C 3.0 0.2 -0.5

Computed properties:
M = 168.99 g/mol
Kohn-Sham gap = 8.224 eV

***

10.
# C7H12Cl2N2P

A cluster of 2 separate species, C7H12Cl2N2P in total at a distorted geometry (wB97M-V/def2-TZVPD, OMol25).

Last column: Löwdin charge in e.
Cartesian coordinates (Å):
C: 1.31236 -0.49431 0.18255  -0.17
C: 0.91541 0.78081 -0.15345  -0.16
C: -0.86240 -0.45058 -0.32846  -0.06
C: 2.59884 -1.14712 0.60570  -0.01
C: 1.81824 1.99409 -0.09081  0.03
C: 0.04656 -2.60414 0.29177  -0.01
C: -1.26697 2.01902 -0.70595  0.02
N: 0.12850 -1.21105 0.04103  -0.10
N: -0.43730 0.83478 -0.48303  -0.03
P: -5.17939 -0.66410 0.44821  0.06
Cl: -3.53062 -0.90191 -0.54040  0.23
Cl: -5.62919 1.22163 0.07824  0.14
H: 2.71637 -1.69843 1.55642  0.09
H: 2.69959 -2.03122 -0.07886  0.10
H: 3.46669 -0.46488 0.71150  0.10
H: 2.53413 1.94704 -0.79284  0.06
H: 1.26546 2.91035 -0.22740  0.08
H: 2.18651 2.15145 0.82770  0.05
H: 0.97760 -3.05432 0.65163  0.10
H: -0.82282 -2.86068 0.99515  0.13
H: -0.33669 -3.07385 -0.60058  0.10
H: -1.91643 2.06580 0.13763  0.09
H: -0.82082 2.92027 -0.94995  0.07
H: -1.86366 1.81135 -1.57582  0.09

Cartesian forces (eV/Å) of the 6 atoms listed first:
C -1.1 1.3 0.3
C 2.0 1.1 0.7
C -1.1 1.7 -0.5
C 0.5 -1.0 -0.3
C -4.4 -0.3 -0.8
C -2.5 -2.1 1.0

Computed properties:
M = 226.07 g/mol
Charge = +1
Kohn-Sham gap (spin up / spin down) = 5.209 / 7.849 eV

***

Energy above the lowest of the compared OMol25 structures with the same formula, charge and spin across the listed records, respectively: 47.1, 39.4, 56.5, 96.8, 47.4, 194.6, 72.5, 30.1, 34.6, 87.2 kcal/mol.